Entry 1:
Computed, not measured: a molecular structure, C24H31FNO8Ru at a distorted geometry, with wB97M-V/def2-TZVPD.

Structure (XYZ):
```
66
Properties=species:S:1:pos:R:3:forces:R:3
Ru 1.490 0.243 1.457 -2.2 -0.1 -0.7
C 1.971 2.492 3.704 0.5 -0.3 0.7
C 3.407 1.949 3.627 -0.4 0.9 0.0
O 3.442 0.672 3.002 -0.8 -0.3 -0.7
C 3.498 -0.441 3.892 0.2 -0.7 0.1
C 3.692 -1.668 3.016 0.4 0.4 0.6
O 2.491 -1.846 2.267 -0.5 1.2 -0.1
C 2.583 -2.716 1.153 0.1 -0.3 -1.0
C 3.390 -2.102 -0.004 0.0 -0.6 0.5
O 2.818 -0.838 -0.310 -0.6 0.4 0.8
C 3.670 0.074 -0.991 0.2 0.7 -0.4
C 2.902 1.380 -1.191 0.3 -0.6 -0.8
O 2.648 1.932 0.092 -0.4 -0.8 0.9
C 1.731 3.020 0.118 -0.5 0.7 0.4
C 1.749 3.561 1.548 0.0 0.4 -0.8
O 1.346 2.514 2.428 0.0 -1.1 -0.7
H 1.981 3.494 4.150 -0.1 -0.2 -0.1
H 1.340 1.834 4.314 0.1 0.2 0.0
H 3.836 1.904 4.632 0.0 0.0 -0.1
H 4.031 2.599 3.003 -0.1 -0.1 0.2
H 2.572 -0.535 4.475 0.1 0.1 0.0
H 4.353 -0.322 4.568 -0.2 -0.1 -0.1
H 3.879 -2.552 3.634 -0.1 0.0 -0.1
H 4.549 -1.485 2.357 -0.1 -0.1 0.1
H 1.543 -2.871 0.841 0.2 -0.1 0.0
H 3.030 -3.672 1.450 -0.1 0.1 0.0
H 3.318 -2.765 -0.875 0.0 0.1 0.1
H 4.447 -1.995 0.269 -0.1 0.1 -0.1
H 3.963 -0.341 -1.966 -0.1 0.1 0.2
H 4.568 0.271 -0.387 -0.1 -0.1 -0.1
H 1.958 1.182 -1.713 0.1 0.1 0.1
H 3.514 2.081 -1.773 -0.1 -0.1 0.1
H 0.718 2.675 -0.150 0.3 0.0 0.0
H 2.038 3.807 -0.583 0.0 -0.2 0.1
H 1.041 4.394 1.652 0.2 -0.1 -0.1
H 2.760 3.909 1.782 -0.1 -0.1 0.1
C -6.152 -0.221 -0.452 0.1 -0.1 0.0
C -5.273 -0.937 -1.472 -0.9 -0.1 -0.2
C -5.620 -0.504 -2.895 0.1 -0.3 0.0
C -4.782 -1.291 -3.890 -0.3 0.0 0.0
C -3.332 -1.119 -3.581 0.2 -0.1 0.1
C -2.383 -1.272 -4.572 0.1 0.1 0.3
C -1.034 -1.106 -4.277 0.1 0.3 0.9
F -0.131 -1.277 -5.237 0.1 0.0 -0.2
C -0.611 -0.753 -3.013 -0.1 -0.2 -0.7
C -1.553 -0.597 -1.994 0.2 0.0 0.3
C -1.067 -0.258 -0.650 -3.2 -0.5 -0.2
O 0.139 0.018 -0.484 2.9 0.5 1.1
C -2.081 -0.282 0.344 1.5 0.3 0.6
C -3.398 -0.500 0.007 -0.1 0.0 -0.1
N -3.836 -0.712 -1.230 0.2 0.2 0.7
C -2.928 -0.804 -2.259 0.9 0.0 -0.7
C -1.783 -0.050 1.851 -3.8 -0.5 -2.8
O -2.759 0.004 2.564 0.7 0.1 0.8
O -0.569 0.030 2.170 4.9 0.4 1.0
H -7.183 -0.257 -0.795 0.0 0.0 -0.1
H -5.870 0.825 -0.355 0.0 0.1 0.0
H -6.132 -0.689 0.528 0.0 0.0 0.1
H -5.437 -2.020 -1.388 0.0 0.1 -0.1
H -5.440 0.566 -3.011 0.0 0.1 0.0
H -6.679 -0.684 -3.071 0.0 0.0 0.1
H -4.977 -0.968 -4.913 0.0 0.0 0.0
H -5.046 -2.353 -3.836 0.0 0.0 0.0
H -2.665 -1.512 -5.587 -0.1 0.0 0.0
H 0.439 -0.620 -2.805 0.0 0.0 0.0
H -4.122 -0.497 0.808 0.0 0.1 0.0
```
Positions in Å, forces in eV/Å.

Gap between HOMO and LUMO (spin up / spin down) (eV): 8.53 / 4.68
Relative energy (zero: lowest compared OMol25 entry of this formula, charge and spin) (kcal/mol): 19.3
E_HOMO (spin up / spin down) (eV): -13.496 / -13.449
2S+1: 6
Expectation value of S²: 8.760
Net charge: +2
E_LUMO (spin up / spin down) (eV): -4.963 / -8.769

=====

Entry 2:
Computed, not measured: a molecular structure, C24H31MnN5O2S, with wB97M-V/def2-TZVPD.

Structure (XYZ):
```
64
Properties=species:S:1:pos:R:3:forces:R:3
Mn 0.294 -0.453 0.507 0.2 -0.1 -0.3
C 0.273 -2.722 2.522 0.1 -0.1 0.0
N 1.271 -1.967 1.714 0.1 0.1 -0.1
C 1.995 -3.014 0.916 0.0 0.0 0.1
C 2.671 -2.537 -0.350 0.0 0.0 0.0
C 1.671 -2.355 -1.475 0.0 0.1 0.0
N 0.814 -1.156 -1.330 0.0 -0.1 0.1
C 0.353 -0.663 -2.419 0.0 0.0 -0.1
C -0.542 0.453 -2.574 0.1 -0.2 -0.1
C -0.954 0.803 -3.871 0.0 0.0 0.0
C -1.817 1.855 -4.075 0.0 0.0 0.0
C -2.281 2.570 -2.968 0.0 0.0 0.0
C -1.881 2.248 -1.683 -0.1 0.1 -0.1
C -1.004 1.186 -1.481 0.0 -0.1 0.5
O -0.616 0.928 -0.223 -0.1 0.2 -0.2
C 2.254 -1.322 2.650 -0.1 -0.1 0.0
C 1.636 -0.426 3.717 0.0 0.0 0.0
C 0.805 0.739 3.199 -0.1 -0.1 0.0
N -0.230 0.269 2.260 0.1 0.2 0.2
C -1.475 0.381 2.568 0.1 0.0 0.0
C -2.578 -0.169 1.842 0.0 0.1 0.2
C -3.884 0.170 2.239 0.0 0.0 0.0
C -4.972 -0.409 1.634 0.0 -0.1 -0.1
C -4.762 -1.364 0.632 0.0 0.0 0.0
C -3.488 -1.726 0.234 -0.1 0.0 0.0
C -2.388 -1.127 0.834 0.3 -0.1 -0.2
O -1.159 -1.538 0.468 -0.2 0.1 0.1
H 0.807 -3.435 3.154 0.0 0.0 0.0
H -0.393 -3.257 1.855 0.0 0.0 0.0
H -0.314 -2.063 3.148 0.0 0.0 0.0
H 1.255 -3.768 0.649 0.0 0.0 0.0
H 2.709 -3.493 1.589 0.0 0.0 0.0
H 3.376 -3.311 -0.658 0.0 0.0 0.0
H 3.260 -1.634 -0.193 0.0 0.0 0.0
H 1.011 -3.226 -1.508 0.0 0.0 0.0
H 2.182 -2.295 -2.435 0.0 0.0 0.0
H 0.663 -1.147 -3.347 0.0 0.0 0.0
H -0.593 0.222 -4.712 0.0 0.0 0.0
H -2.144 2.114 -5.072 0.0 0.0 0.0
H -2.974 3.390 -3.113 0.0 0.0 0.0
H -2.247 2.794 -0.823 0.0 0.0 0.0
H 2.992 -0.785 2.057 0.0 0.0 0.0
H 2.788 -2.132 3.154 0.0 0.0 0.0
H 2.460 -0.018 4.306 0.0 0.0 0.0
H 1.044 -1.026 4.408 0.0 0.0 0.0
H 1.436 1.456 2.683 0.0 0.1 0.0
H 0.315 1.249 4.030 0.0 0.0 0.0
H -1.710 0.917 3.488 0.0 0.0 0.0
H -4.021 0.897 3.031 0.0 0.0 0.0
H -5.975 -0.143 1.933 0.0 0.0 0.0
H -5.614 -1.836 0.161 0.0 0.0 0.0
H -3.325 -2.472 -0.532 0.0 0.0 0.0
S 2.401 0.865 0.326 -0.2 0.0 0.1
C 2.072 1.985 -0.953 -0.1 0.0 0.0
N 2.687 1.956 -2.124 0.1 0.0 -0.1
C 2.285 3.068 -2.999 0.0 0.0 0.1
C 1.284 3.841 -2.107 0.0 -0.1 0.0
N 1.242 3.008 -0.896 0.2 0.1 0.0
H 3.437 1.314 -2.319 0.0 0.0 0.0
H 1.815 2.680 -3.900 0.0 0.0 0.0
H 3.148 3.669 -3.276 0.0 0.0 0.0
H 0.298 3.903 -2.560 0.0 0.0 0.0
H 1.630 4.843 -1.861 0.0 0.0 0.0
H 0.704 3.217 -0.072 0.0 0.0 0.0
```
Positions in Å, forces in eV/Å.

Gap between HOMO and LUMO (spin up / spin down) (eV): 6.58 / 7.12
Relative energy (zero: lowest compared OMol25 entry of this formula, charge and spin) (kcal/mol): 0.0
E_HOMO (spin up / spin down) (eV): -14.074 / -14.070
2S+1: 4
Expectation value of S²: 3.860
Net charge: +2
E_LUMO (spin up / spin down) (eV): -7.499 / -6.952

=====

Entry 3:
Computed, not measured: a single C24H31N3O3 molecule, with wB97M-V/def2-TZVPD.

Structure (XYZ):
```
61
Properties=species:S:1:pos:R:3:forces:R:3
C -9.485 -1.423 0.570 0.0 0.0 0.0
H -10.476 -1.678 0.944 0.0 -0.1 0.0
O -9.380 -0.024 0.661 -0.1 0.1 0.1
C -8.296 0.552 -0.025 0.2 0.3 0.2
C -6.942 0.440 0.690 -0.2 -0.1 -0.2
C -5.956 1.498 0.174 -0.2 0.3 -0.1
N -4.645 0.869 0.207 -0.2 0.1 0.0
C -3.645 1.387 -0.546 0.0 0.0 0.1
O -3.799 2.412 -1.187 0.0 0.1 -0.2
C -2.350 0.648 -0.529 0.2 0.0 0.0
C -1.732 0.262 0.652 -0.2 0.1 -0.3
C -0.503 -0.376 0.639 0.3 -0.2 0.1
C 0.127 -0.652 -0.571 -0.3 0.2 -0.1
C -0.488 -0.246 -1.760 0.2 -0.1 0.1
C -1.700 0.406 -1.737 -0.1 0.0 0.1
H -2.162 0.734 -2.655 0.0 0.0 -0.1
H 0.016 -0.453 -2.691 0.1 0.0 -0.1
O 1.305 -1.304 -0.724 0.0 0.0 -0.2
C 2.057 -1.713 0.408 0.3 -0.3 0.7
C 3.056 -2.765 -0.075 -0.2 0.3 -0.3
C 4.097 -2.139 -0.998 0.0 -0.3 0.1
N 4.800 -1.080 -0.298 0.1 -0.1 -0.1
C 3.872 -0.020 0.054 -0.1 0.1 0.3
C 2.825 -0.542 1.031 -0.2 0.1 -0.4
H 3.316 -0.893 1.939 0.0 0.0 0.1
H 2.140 0.267 1.291 0.0 0.0 0.1
H 4.434 0.794 0.518 -0.1 0.0 -0.1
H 3.365 0.380 -0.842 0.1 0.0 0.0
C 5.925 -0.568 -1.059 -0.1 -0.1 0.0
C 6.824 0.279 -0.200 0.0 -0.1 0.2
N 7.332 1.369 -0.757 -0.2 0.0 -0.4
C 8.145 2.125 -0.039 0.3 0.2 0.2
C 8.491 1.845 1.273 0.0 0.0 0.0
C 7.955 0.707 1.859 0.0 0.0 -0.1
C 7.110 -0.092 1.112 0.1 0.1 0.0
H 6.662 -0.986 1.518 -0.1 -0.1 0.0
H 8.196 0.450 2.881 0.0 0.0 0.1
H 9.156 2.495 1.819 0.0 0.1 0.0
H 8.531 3.000 -0.546 0.1 0.1 0.1
H 5.615 0.025 -1.936 0.1 0.0 0.1
H 6.507 -1.423 -1.421 -0.1 0.0 -0.1
H 4.822 -2.902 -1.294 0.0 0.1 -0.1
H 3.595 -1.764 -1.905 0.1 0.0 0.0
H 3.553 -3.195 0.795 0.0 0.0 0.0
H 2.524 -3.555 -0.607 0.0 0.0 0.0
H 1.386 -2.170 1.151 0.1 0.1 -0.1
H -0.052 -0.649 1.580 0.1 0.0 0.0
H -2.200 0.481 1.601 -0.1 0.0 0.1
C -4.731 -0.470 0.747 0.0 -0.5 0.1
C -6.179 -0.872 0.475 0.1 0.1 0.2
H -6.504 -1.674 1.134 0.0 -0.1 0.0
H -6.285 -1.200 -0.561 0.0 0.0 -0.1
H -4.005 -1.133 0.273 -0.1 0.1 0.1
H -4.542 -0.456 1.828 0.0 -0.1 -0.1
H -5.956 2.403 0.786 -0.1 0.0 -0.1
H -6.179 1.795 -0.857 0.0 0.0 0.1
H -7.116 0.587 1.760 0.0 0.0 0.0
H -8.217 0.133 -1.040 0.0 0.1 0.0
H -8.558 1.611 -0.105 0.1 -0.1 -0.1
H -9.392 -1.762 -0.468 0.0 0.0 0.0
H -8.733 -1.935 1.179 0.0 0.0 0.0
```
Positions in Å, forces in eV/Å.

Gap between HOMO and LUMO (eV): 9.22
Relative energy (zero: lowest compared OMol25 entry of this formula, charge and spin) (kcal/mol): 45.1
E_HOMO (eV): -8.554
SMILES string: COC[C@H]1CCN(C(=O)c2ccc(OC3CCN(Cc4ccccn4)CC3)cc2)C1
Net charge: 0
E_LUMO (eV): 0.671